Record 1
A 7-piece molecular cluster, C40H88N7O7 overall, computed with ωB97M-V with the def2-TZVPD basis set.

## Properties
highest occupied orbital energy (alpha / beta)	-22.939 / -22.939	eV
electronic energy	-2483.85403	hartree
frontier orbital gap (alpha / beta)	7.842 / 4.503	eV
molar mass	779.19	g/mol
⟨S²⟩	0.7574

```
! wB97M-V def2-TZVPD RIJCOSX def2/J DEFGRID3
* xyz 6 2
N 0.659 0.156 1.118
O -0.075 -0.854 1.285
O 1.886 0.114 1.360
O 0.170 1.097 0.508
C 1.708 -5.122 6.170
C 2.218 -4.348 5.099
O 2.861 -4.810 4.133
N 1.815 -2.859 5.234
H 0.959 -2.747 5.758
H 2.517 -2.298 5.696
C 1.578 -2.249 3.778
H 1.692 -4.772 7.202
H 2.320 -6.003 6.362
H 0.683 -5.470 6.039
H 0.721 -2.802 3.392
H 2.585 -2.271 3.362
H 1.292 -1.203 3.891
C 3.341 -2.319 -0.181
C 4.001 -2.239 -1.518
O 4.384 -1.125 -1.896
N 4.394 -3.525 -2.261
H 4.814 -4.171 -1.609
H 3.649 -4.184 -2.437
C 5.217 -3.190 -3.501
H 3.300 -3.347 0.180
H 2.346 -1.901 -0.331
H 3.658 -1.563 0.537
H 6.139 -2.722 -3.156
H 4.688 -2.610 -4.257
H 5.479 -4.070 -4.089
C 3.683 2.683 -0.501
C 2.794 3.147 -1.739
C 1.671 4.033 -1.148
C 2.134 5.354 -0.612
C 2.864 6.268 -1.661
C 3.960 5.493 -2.548
N 3.593 3.974 -2.794
O 4.335 3.203 -3.664
C 5.372 5.573 -1.832
C 3.972 6.089 -3.967
C 2.190 1.992 -2.406
H 4.043 3.434 0.202
H 4.593 2.269 -0.935
H 3.253 1.902 0.126
H 1.108 3.453 -0.416
H 0.966 4.310 -1.931
H 2.844 5.292 0.213
H 1.202 5.791 -0.255
H 3.352 7.122 -1.193
H 2.061 6.587 -2.326
H 6.169 5.260 -2.506
H 5.422 4.879 -0.993
H 5.569 6.551 -1.391
H 2.930 6.134 -4.283
H 4.558 5.535 -4.700
H 4.221 7.148 -3.901
H 1.587 1.519 -1.630
H 2.815 1.261 -2.919
H 1.429 2.381 -3.082
C -3.355 -6.659 -3.540
C -3.848 -6.383 -2.068
C -3.053 -7.230 -1.052
C -3.214 -6.742 0.420
C -2.601 -5.364 0.413
C -3.287 -4.283 -0.505
N -3.522 -4.884 -1.860
O -3.857 -3.949 -2.789
C -2.289 -3.072 -0.577
C -4.745 -3.978 0.035
C -5.404 -6.564 -1.992
H -3.467 -7.725 -3.741
H -2.287 -6.488 -3.672
H -3.966 -6.101 -4.250
H -1.982 -7.251 -1.255
H -3.194 -8.297 -1.223
H -2.514 -7.350 0.993
H -4.225 -6.766 0.826
H -1.530 -5.504 0.270
H -2.441 -4.902 1.387
H -2.535 -2.213 -1.201
H -1.225 -3.255 -0.724
H -2.115 -2.793 0.463
H -5.527 -4.736 0.019
H -5.243 -3.211 -0.557
H -4.868 -3.670 1.074
H -5.785 -7.468 -2.466
H -5.687 -5.711 -2.609
H -5.816 -6.665 -0.988
C -0.353 -0.132 -4.238
C -1.162 0.482 -3.100
C -2.622 0.387 -3.482
N -3.576 1.414 -2.714
C -3.455 1.042 -1.196
C -3.313 2.873 -3.040
C -4.461 3.410 -3.851
C -5.224 2.153 -4.399
C -5.103 1.263 -3.161
H -0.523 -1.206 -4.313
H 0.704 -0.081 -3.977
H -0.587 0.364 -5.179
H -0.878 1.522 -2.942
H -0.875 0.000 -2.165
H -3.002 -0.624 -3.337
H -2.840 0.665 -4.513
H -4.018 1.671 -0.506
H -2.448 1.316 -0.879
H -3.704 -0.017 -1.131
H -3.018 3.333 -2.097
H -2.494 2.853 -3.759
H -5.222 3.792 -3.169
H -4.190 4.040 -4.698
H -6.246 2.197 -4.774
H -4.723 1.582 -5.180
H -5.692 1.588 -2.303
H -5.492 0.245 -3.185
C 1.323 6.133 3.233
C 1.151 4.599 3.424
C 0.755 4.133 4.841
N 0.558 2.567 4.976
C 1.913 1.816 4.579
C -0.727 2.029 4.313
C -1.087 0.642 4.944
C -0.418 0.774 6.334
C 0.052 2.249 6.361
H 0.540 6.586 2.625
H 2.353 6.269 2.906
H 1.316 6.546 4.242
H 2.092 4.247 3.001
H 0.319 4.251 2.811
H -0.238 4.540 5.034
H 1.456 4.435 5.619
H 2.784 2.410 4.853
H 2.042 1.662 3.508
H 1.934 0.886 5.148
H -0.674 2.145 3.231
H -1.438 2.816 4.562
H -0.765 -0.230 4.375
H -2.123 0.387 5.171
H 0.351 0.044 6.585
H -1.138 0.545 7.120
H 0.883 2.474 7.030
H -0.806 2.892 6.555
*
```

Mulliken atomic charge list, values in e, 2 entries: 1.109 -0.356

=====

Record 2
A 13-piece molecular cluster, C40H89F3N12O14 overall, computed with ωB97M-V with the def2-TZVPD basis set.

## Properties
highest occupied orbital energy	-8.976	eV
electronic energy	-3587.76577	hartree
frontier orbital gap	9.141	eV
molar mass	1019.22	g/mol
energy relative to the best compared isomer or geometry (same formula, charge and spin)	0.0	kcal per mole

```
! wB97M-V def2-TZVPD RIJCOSX def2/J DEFGRID3
* xyz 0 1
C -2.661 -1.232 -1.965
C -4.092 -1.532 -1.713
O -4.586 -2.639 -1.940
N -4.868 -0.494 -1.231
C -4.219 0.636 -0.564
H -2.010 -1.544 -1.160
H -2.462 -0.152 -1.923
H -2.387 -1.570 -2.977
H -5.854 -0.631 -1.031
H -3.770 1.282 -1.321
H -3.493 0.318 0.185
H -4.933 1.215 -0.062
C -4.816 0.121 -4.690
C -4.159 1.508 -4.713
O -4.733 2.565 -4.453
N -2.861 1.440 -5.114
C -2.160 2.663 -5.188
H -4.164 -0.713 -4.415
H -5.428 -0.126 -5.559
H -5.555 0.085 -3.859
H -2.482 0.477 -5.288
H -1.466 2.706 -6.033
H -1.667 3.061 -4.225
H -2.946 3.467 -5.329
C -0.378 -5.693 -0.443
C -0.963 -5.059 0.812
O -0.245 -4.768 1.756
N -2.327 -4.777 0.817
C -3.001 -4.157 1.949
H -0.876 -5.357 -1.351
H -0.470 -6.785 -0.362
H 0.706 -5.452 -0.434
H -2.771 -4.726 -0.094
H -2.718 -3.165 2.309
H -2.950 -4.879 2.799
H -4.092 -4.030 1.802
C 7.523 -0.495 2.836
C 6.080 -0.172 2.559
O 5.790 1.051 2.559
N 5.167 -1.206 2.361
C 3.807 -0.973 2.014
H 7.971 0.297 3.354
H 8.001 -0.689 1.865
H 7.683 -1.401 3.387
H 5.501 -2.161 2.501
H 3.495 -1.252 0.969
H 3.663 0.116 1.943
H 3.037 -1.312 2.671
C 4.150 -1.061 -1.869
C 3.933 0.177 -2.711
O 4.853 0.764 -3.313
N 2.646 0.523 -2.935
C 2.374 1.318 -4.107
H 3.241 -1.385 -1.464
H 4.865 -0.882 -1.078
H 4.542 -1.799 -2.532
H 1.926 0.088 -2.375
H 2.828 0.869 -4.984
H 2.674 2.416 -3.976
H 1.297 1.388 -4.264
C -2.398 -3.375 -5.674
C -1.348 -2.320 -5.300
O -1.602 -1.117 -5.345
N -0.085 -2.646 -4.841
C 0.782 -1.642 -4.337
H -1.963 -4.358 -5.621
H -2.743 -3.093 -6.693
H -3.220 -3.267 -4.927
H 0.035 -3.552 -4.373
H 1.426 -1.233 -5.118
H 1.482 -2.068 -3.515
H 0.298 -0.772 -3.921
C 3.944 -5.067 3.607
C 4.098 -4.654 2.159
O 5.160 -4.352 1.621
N 2.961 -4.740 1.436
C 2.898 -4.237 0.084
H 4.761 -4.491 4.148
H 4.256 -6.139 3.718
H 2.951 -4.856 4.034
H 2.106 -4.989 1.860
H 1.978 -3.629 0.017
H 2.979 -4.892 -0.771
H 3.705 -3.570 -0.067
C -1.723 3.554 2.212
C -2.113 2.226 2.763
O -1.751 1.126 2.283
N -2.988 2.218 3.768
C -3.571 0.959 4.227
H -1.765 4.278 3.026
H -2.420 3.819 1.423
H -0.680 3.393 1.826
H -3.339 3.094 4.127
H -2.898 0.175 3.906
H -4.516 0.712 3.766
H -3.820 0.818 5.309
C -5.916 3.916 -1.357
C -4.445 4.124 -0.940
O -4.145 4.404 0.242
N -3.559 4.150 -1.946
C -2.201 4.647 -1.810
H -6.058 2.954 -1.872
H -6.172 4.660 -2.114
H -6.616 4.038 -0.575
H -3.926 4.019 -2.887
H -1.602 3.879 -1.375
H -2.220 5.534 -1.107
H -1.944 5.092 -2.790
C 2.385 3.276 3.217
C 2.501 3.138 1.729
O 1.622 3.526 0.978
N 3.659 2.538 1.329
C 4.118 2.543 -0.029
H 1.350 3.025 3.528
H 2.595 4.361 3.409
H 3.159 2.639 3.765
H 4.328 2.292 2.068
H 3.311 2.225 -0.705
H 4.916 1.777 -0.076
H 4.478 3.515 -0.396
C 0.226 7.065 0.321
C 0.467 6.630 -1.118
O -0.030 7.267 -2.032
N 1.255 5.552 -1.187
C 1.791 5.026 -2.409
H -0.302 8.029 0.316
H 1.196 7.130 0.847
H -0.448 6.299 0.828
H 1.462 5.064 -0.311
H 2.808 4.556 -2.267
H 1.960 5.902 -3.005
H 1.158 4.331 -2.913
C 0.183 1.476 -0.887
C 0.377 -0.007 -0.470
O 0.958 -0.781 -1.259
N -0.055 -0.401 0.693
C 0.230 -1.710 1.219
H -0.418 2.001 -0.185
H -0.303 1.575 -1.875
H 1.193 1.971 -0.884
H -0.647 0.250 1.224
H 1.223 -2.025 0.900
H -0.422 -2.501 0.812
H 0.170 -1.814 2.302
C -1.635 -5.139 5.794
C -0.478 -4.287 5.227
O -0.422 -2.978 5.883
C 0.629 -2.281 5.663
O 1.394 -2.397 4.780
C 0.644 -0.956 6.564
F -0.020 -1.124 7.743
F 1.908 -0.728 6.843
F 0.057 0.029 5.955
H -1.448 -5.526 6.825
H -1.653 -6.045 5.198
H -2.597 -4.563 5.798
H -0.559 -3.996 4.141
H 0.460 -4.762 5.424
*
```

Mulliken atomic charge list, values in e, 2 entries: 1.651 -0.122

=====

Record 3
A 6-piece molecular cluster, C40H89N3O18PS5 overall, computed with ωB97M-V with the def2-TZVPD basis set.

## Properties
highest occupied orbital energy	-9.922	eV
electronic energy	-5428.00105	hartree
frontier orbital gap	7.524	eV
molar mass	1091.46	g/mol

```
! wB97M-V def2-TZVPD RIJCOSX def2/J DEFGRID3
* xyz 1 1
C 4.634 4.814 0.728
O 4.254 3.716 1.561
C 5.068 2.570 1.359
C 4.660 1.667 0.134
P 5.567 2.095 -1.500
N 6.410 0.681 -2.114
O 4.410 2.399 -2.686
C 4.956 0.187 0.662
N 3.645 -0.578 0.850
C 3.631 -1.678 1.858
C 2.809 -2.893 1.282
C 1.255 -2.644 1.385
O 0.740 -2.116 0.147
C 2.597 0.468 0.921
C 3.103 1.454 -0.207
C 2.211 2.686 -0.493
C 0.777 2.352 -1.048
C 0.643 0.996 -1.836
C -0.910 0.646 -1.900
C -1.712 1.441 -2.988
C -2.309 2.811 -2.520
C -3.528 2.691 -1.529
C -3.140 2.726 -0.016
C -2.455 4.053 0.454
C -2.117 4.046 2.009
C -0.560 4.160 2.245
C -0.207 4.262 3.790
N -0.038 2.864 4.262
C 1.043 2.075 3.969
C 0.761 0.806 4.584
C -0.531 0.956 5.242
C -1.030 2.296 5.018
H 4.539 4.511 -0.343
H 3.918 5.654 0.909
H 5.665 5.189 0.927
H 6.109 2.950 1.139
H 5.133 2.034 2.330
H 7.247 0.527 -1.550
H 5.794 -0.142 -2.087
H 4.937 2.688 -3.458
H 5.548 -0.495 0.011
H 5.454 0.079 1.652
H 3.598 -1.093 -0.041
H 4.655 -2.074 2.078
H 3.206 -1.365 2.843
H 3.102 -3.133 0.227
H 3.019 -3.821 1.871
H 1.056 -1.924 2.224
H 0.767 -3.609 1.659
H -0.222 -2.245 0.213
H 1.544 0.137 0.807
H 2.699 1.084 1.848
H 3.169 0.746 -1.087
H 2.061 3.207 0.492
H 2.711 3.449 -1.137
H 0.529 3.162 -1.781
H -0.024 2.380 -0.264
H 1.115 0.116 -1.346
H 0.960 1.148 -2.896
H -0.934 -0.436 -2.212
H -1.366 0.679 -0.886
H -1.103 1.541 -3.921
H -2.582 0.789 -3.272
H -2.697 3.317 -3.444
H -1.576 3.519 -2.075
H -4.255 3.495 -1.802
H -4.039 1.720 -1.746
H -4.099 2.648 0.564
H -2.513 1.869 0.325
H -1.548 4.330 -0.132
H -3.193 4.887 0.309
H -2.570 4.946 2.485
H -2.535 3.107 2.439
H -0.112 4.991 1.652
H -0.126 3.215 1.818
H 0.726 4.858 3.957
H -1.069 4.755 4.301
H 1.905 2.424 3.376
H 1.421 -0.078 4.515
H -1.018 0.127 5.791
H -1.991 2.685 5.382
O 7.577 0.053 -7.125
S 6.286 -0.255 -7.666
O 5.449 0.764 -8.224
O 5.447 -1.080 -6.571
C 5.257 -0.483 -5.285
C 4.252 0.653 -5.322
C 6.454 -1.550 -8.853
H 6.215 -0.150 -4.875
H 4.883 -1.271 -4.627
H 4.619 1.485 -5.925
H 4.054 1.029 -4.318
H 3.313 0.321 -5.770
H 7.063 -2.346 -8.431
H 6.941 -1.128 -9.731
H 5.464 -1.915 -9.120
O -1.220 -4.542 2.504
S -2.516 -4.770 1.928
O -3.269 -3.698 1.343
O -3.430 -5.540 2.985
C -3.627 -4.942 4.280
C -4.558 -3.747 4.219
C -2.394 -6.070 0.740
H -2.666 -4.673 4.725
H -4.070 -5.711 4.913
H -4.118 -2.934 3.639
H -4.768 -3.367 5.219
H -5.496 -4.017 3.735
H -1.848 -6.903 1.177
H -1.856 -5.677 -0.122
H -3.397 -6.371 0.444
O -2.599 6.348 7.195
S -2.137 5.213 7.939
O -2.515 3.874 7.585
O -2.436 5.448 9.493
C -3.792 5.701 9.894
C -4.649 4.450 9.836
C -0.375 5.279 8.029
H -4.223 6.504 9.291
H -3.751 6.060 10.923
H -4.761 4.096 8.811
H -5.646 4.647 10.232
H -4.189 3.643 10.408
H -0.070 6.279 8.326
H 0.012 5.044 7.038
H -0.032 4.535 8.746
O 4.658 -7.121 -9.300
S 4.557 -6.111 -10.310
O 4.737 -4.723 -10.000
O 3.177 -6.298 -11.103
C 1.955 -6.282 -10.351
C 1.590 -4.886 -9.882
C 5.641 -6.525 -11.641
H 2.017 -6.978 -9.510
H 1.174 -6.651 -11.017
H 2.320 -4.506 -9.166
H 0.614 -4.885 -9.395
H 1.571 -4.191 -10.723
H 5.496 -7.569 -11.907
H 6.661 -6.363 -11.294
H 5.428 -5.872 -12.484
O -8.365 -3.952 3.788
S -8.378 -2.916 2.797
O -8.114 -1.550 3.135
O -9.747 -2.998 1.969
C -10.984 -2.915 2.693
C -11.268 -1.506 3.180
C -7.291 -3.375 1.481
H -10.989 -3.628 3.521
H -11.771 -3.220 2.002
H -10.533 -1.188 3.919
H -12.254 -1.450 3.644
H -11.221 -0.797 2.352
H -7.498 -4.403 1.190
H -6.271 -3.286 1.850
H -7.443 -2.693 0.646
*
```

Mulliken atomic charge list, values in e, 2 entries: -0.536 -0.267